51
Properties=species:S:1:pos:R:3:forces:R:3:lowdin_charge:R:1 method="wB97M-V/def2-TZVPD" multiplicity=1 smiles="CC(=O)NC1(c2nnnn2CCOC(=O)Nc2ccc(Cl)cc2)CCCCC1" charge=0
C 5.520036 -1.467848 -0.938902 0.01 0.23 -0.11 0.008
C 4.123728 -0.890757 -0.878138 0.36 -0.55 0.06 -0.517
O 3.800487 0.144732 -1.422787 -0.09 0.36 -0.18 0.063
N 3.256372 -1.647875 -0.165015 -0.26 -0.29 0.13 0.129
H 3.617485 -2.427089 0.361959 0.05 0.06 -0.02 0.145
C 1.886617 -1.227935 0.150928 0.18 -0.33 -0.44 -0.370
C 2.013964 0.094736 0.855587 -0.03 0.70 0.15 -0.227
N 2.393151 0.121338 2.119726 -0.21 -0.83 -0.32 0.082
N 2.537258 1.390120 2.455457 0.31 0.31 0.80 -0.027
N 2.277528 2.147509 1.477455 -0.13 1.10 -0.55 0.051
N 1.937787 1.383299 0.433433 0.08 -1.18 0.86 -0.025
C 1.613149 2.024579 -0.814772 -0.18 0.59 -0.44 -0.092
H 1.000517 1.363046 -1.423749 0.13 0.04 0.11 0.108
H 2.539821 2.241327 -1.352479 -0.15 -0.05 0.01 0.130
C 0.844160 3.319944 -0.542011 0.25 -0.08 -0.35 -0.138
H 1.433348 3.999990 0.072777 -0.11 -0.08 -0.16 0.122
H 0.574184 3.782298 -1.496055 0.10 -0.05 0.13 0.133
O -0.328650 3.060366 0.221493 -0.31 -0.06 0.18 0.008
C -1.348600 2.454399 -0.432157 0.20 0.17 0.27 -0.559
O -1.368626 2.255057 -1.618952 -0.04 -0.07 -0.31 0.105
N -2.299521 2.113767 0.480920 0.17 0.26 0.48 0.161
C -3.438691 1.328659 0.296425 -0.23 -0.22 -0.22 -0.226
C -3.826550 0.853353 -0.953263 0.11 0.08 -0.04 -0.010
C -4.948424 0.054994 -1.072279 -0.14 -0.06 0.23 -0.095
C -5.689515 -0.269373 0.052681 0.17 0.11 0.00 -0.685
C -5.316997 0.202657 1.301702 -0.02 -0.04 -0.14 -0.105
C -4.194222 0.997671 1.419859 0.09 0.05 -0.13 -0.023
H -3.898903 1.363883 2.392266 0.04 0.04 0.12 0.114
H -5.899266 -0.051915 2.172922 -0.06 -0.03 0.07 0.106
Cl -7.090789 -1.270272 -0.099459 -0.19 -0.14 -0.02 0.665
H -5.247642 -0.314641 -2.040059 -0.04 -0.04 -0.08 0.107
H -3.247949 1.109762 -1.824363 0.02 0.01 -0.04 0.104
H -2.096307 2.394247 1.431356 0.04 -0.06 -0.19 0.159
C 1.302798 -2.246554 1.142790 -0.06 0.19 0.20 -0.134
C -0.163619 -1.948763 1.445311 0.01 -0.24 -0.17 -0.176
C -0.992631 -1.954348 0.164966 -0.02 0.27 0.14 -0.187
C -0.425472 -0.938720 -0.820067 -0.01 -0.31 -0.10 -0.179
C 1.037882 -1.246004 -1.124489 -0.15 0.30 0.06 -0.110
H 1.453241 -0.562093 -1.863538 0.02 -0.07 0.00 0.106
H 1.111970 -2.253238 -1.542824 0.06 0.00 0.02 0.132
H -0.517524 0.054257 -0.379453 -0.03 0.10 -0.02 0.088
H -1.001836 -0.942981 -1.746045 -0.01 0.11 -0.01 0.121
H -2.033096 -1.710647 0.389556 -0.05 -0.06 -0.02 0.106
H -0.969017 -2.950908 -0.281281 -0.05 -0.08 -0.04 0.116
H -0.544799 -2.694991 2.143995 0.02 0.05 0.07 0.115
H -0.239815 -0.972842 1.929277 -0.03 0.03 0.08 0.113
H 1.386275 -3.242063 0.700513 0.06 -0.03 -0.08 0.128
H 1.882177 -2.213855 2.066267 0.05 -0.08 -0.07 0.110
H 5.978567 -1.411190 0.046527 0.06 -0.03 0.07 0.087
H 5.490232 -2.508001 -1.253965 0.03 -0.10 0.00 0.082
H 6.115738 -0.891077 -1.640045 -0.01 0.00 0.00 0.084

72
Properties=species:S:1:pos:R:3:forces:R:3:lowdin_charge:R:1 method="wB97M-V/def2-TZVPD" multiplicity=1 smiles="COC(=O)OC.COC(=O)OC.COC(=O)OC.COC(=O)OC.COC(=O)OC.COC(=O)OC" charge=0
C -5.025389 -1.317306 -1.115139 -1.62 -3.01 -5.40 -0.064
O -5.269389 -2.360306 -0.206139 0.17 -0.39 2.91 -0.017
C -5.585389 -3.614306 -0.566139 1.00 2.18 -0.77 -0.638
O -5.584389 -3.880306 -1.716139 -0.41 -1.49 -2.43 0.141
O -5.812389 -4.439306 0.429861 0.68 -0.08 1.13 0.042
C -6.157389 -5.755306 -0.023139 0.34 -1.04 5.04 -0.021
H -4.528389 -0.557306 -0.710139 1.20 3.18 2.68 0.013
H -6.008389 -1.033306 -1.625139 1.46 -0.12 0.72 0.131
H -4.237389 -1.515306 -1.963139 -1.71 -0.60 1.30 0.113
H -7.154389 -5.702306 -0.146139 -3.28 -0.16 -2.09 0.061
H -6.182389 -6.566306 0.818861 0.61 2.08 -0.31 0.134
H -5.494389 -6.222306 -0.630139 1.55 -0.52 -2.86 0.063
C 0.372611 4.088694 2.553861 -2.27 -0.16 -3.52 -0.122
O 1.366611 4.895694 3.118861 2.63 -1.79 0.74 0.000
C 2.600611 4.225694 3.163861 -0.44 -2.74 -0.79 -0.485
O 2.810611 3.046694 2.809861 -0.90 3.43 0.73 0.093
O 3.537611 5.011694 3.663861 -2.88 0.94 -0.74 0.000
C 4.818611 4.605694 3.778861 5.29 -0.02 1.48 -0.138
H -0.662389 4.399694 2.896861 1.29 1.02 -1.12 0.115
H 0.168611 3.070694 2.758861 1.58 -1.54 1.36 0.032
H 0.567611 3.922694 1.368861 -0.97 1.27 2.54 0.137
H 5.040611 3.616694 4.200861 -1.32 0.32 2.23 0.077
H 5.351611 5.572694 4.396861 -1.03 -3.29 -2.09 0.176
H 5.420611 4.085694 2.951861 -1.04 2.61 -0.95 0.111
C 1.598611 1.423694 -0.201139 -2.07 0.24 -2.65 0.019
O 0.748611 0.324694 0.114861 2.71 -2.38 -0.65 0.054
C -0.404389 0.499694 0.606861 -2.56 -2.10 1.25 -0.629
O -0.883389 1.547694 0.800861 -1.79 3.19 0.75 0.154
O -1.061389 -0.703306 0.923861 2.44 0.05 -1.23 -0.055
C -2.370389 -0.711306 1.413861 -3.39 1.72 -1.25 -0.081
H 1.365611 1.698694 -1.259139 -0.43 0.37 0.77 0.106
H 2.554611 1.069694 -0.359139 2.11 -1.05 0.72 0.069
H 1.524611 2.259694 0.439861 -0.10 0.54 0.86 0.059
H -2.384389 -0.732306 2.553861 -0.26 -0.33 -1.76 0.103
H -3.106389 -1.422306 0.802861 2.25 0.28 1.84 0.108
H -2.928389 0.211694 0.994861 1.13 -0.62 1.33 0.109
C -1.351389 -2.567306 -2.198139 3.42 1.64 2.38 0.059
O -0.740389 -1.322306 -2.786139 1.53 -1.20 -1.56 -0.005
C -1.285389 -0.165306 -3.009139 -3.83 2.03 2.05 -0.433
O -2.450389 0.140694 -2.576139 4.65 -0.59 -2.28 0.046
O -0.364389 0.795694 -3.663139 -1.99 -4.88 1.79 -0.062
C -0.921389 2.025694 -3.727139 -4.18 3.67 0.59 -0.179
H -1.968389 -3.184306 -2.771139 -1.22 -0.06 -1.35 0.076
H -1.696389 -2.192306 -1.258139 -1.23 -0.12 0.41 0.063
H -0.463389 -3.198306 -1.835139 -0.92 1.09 -1.14 0.126
H -0.973389 2.596694 -2.731139 -0.78 -1.48 -0.71 0.113
H -2.020389 2.176694 -4.342139 3.19 -0.81 1.83 0.172
H -0.223389 2.681694 -4.128139 1.40 0.76 -1.83 0.048
C 3.015611 0.336694 -3.565139 -3.12 -2.34 0.96 -0.047
O 3.810611 0.206694 -4.741139 -0.38 0.46 -1.87 0.026
C 4.934611 -0.470306 -4.749139 4.18 -2.12 6.36 -0.526
O 5.494611 -0.806306 -3.649139 -1.94 0.76 -3.11 0.036
O 5.579611 -0.751306 -5.873139 -3.01 2.19 -0.94 0.021
C 6.687611 -1.568306 -6.023139 -3.80 -4.34 -1.64 -0.054
H 2.245611 1.112694 -3.630139 1.13 0.77 -0.63 0.069
H 3.487611 0.333694 -2.578139 0.61 0.10 -0.73 0.085
H 2.179611 -0.505306 -3.518139 2.19 0.80 -0.25 0.132
H 6.480611 -2.666306 -5.841139 -0.40 1.04 0.84 0.125
H 7.543611 -1.405306 -5.566139 3.78 1.83 2.35 0.046
H 6.754611 -1.703306 -7.068139 0.73 0.82 -1.36 0.086
C -1.183389 1.789694 5.296861 -0.59 3.95 3.24 -0.092
O -1.168389 0.605694 4.695861 -5.06 -2.75 -3.15 0.017
C -0.206389 -0.171306 4.398861 0.72 -2.84 0.86 -0.619
O 0.890611 0.142694 4.646861 4.02 0.53 -0.09 0.164
O -0.557389 -1.482306 4.017861 -0.31 1.35 0.63 -0.054
C 0.549611 -2.413306 3.878861 1.73 1.50 -2.72 -0.050
H -0.656389 1.639694 6.270861 -0.05 0.82 -0.63 0.116
H -2.263389 2.095694 5.582861 1.50 -1.02 -0.60 0.125
H -0.840389 2.724694 4.755861 0.30 -1.54 0.22 0.098
H 0.988611 -2.859306 4.772861 -0.69 0.32 0.28 0.086
H 1.402611 -1.829306 3.349861 -1.22 -0.97 1.04 0.117
H 0.281611 -3.188306 3.117861 -0.33 0.64 0.98 0.098

12
Properties=species:S:1:pos:R:3:forces:R:3:lowdin_charge:R:1 method="wB97M-V/def2-TZVPD" multiplicity=1 smiles="CC#CC(C)=O" charge=0
C 0.665348 -0.389171 -2.430463 -0.40 -0.31 0.05 -0.083
C 0.293292 0.441843 -1.304080 -0.01 0.48 0.79 -0.063
C -0.105873 0.751787 -0.203970 0.03 -0.12 -0.62 0.041
C -0.875890 0.478244 0.999884 -0.34 0.12 0.11 -0.480
O -2.088723 0.495722 0.971869 0.38 0.06 0.11 0.077
C -0.109703 0.101537 2.245177 0.06 -0.02 0.15 -0.020
H 1.730425 -0.658111 -2.424204 -0.49 -0.20 0.05 0.087
H -0.037902 -1.185352 -2.127113 0.83 -0.69 -0.68 0.102
H 0.353128 -0.112339 -3.437319 0.06 0.52 0.21 0.079
H 0.937818 -0.145830 2.050349 -0.21 0.08 -0.04 0.080
H -0.150542 0.960079 2.924412 0.05 -0.11 -0.04 0.091
H -0.611378 -0.738409 2.735459 0.05 0.17 -0.09 0.088

13
Properties=species:S:1:pos:R:3:forces:R:3:lowdin_charge:R:1 method="wB97M-V/def2-TZVPD" multiplicity=1 smiles=COC.N charge=0
C 0.736127 -0.933450 -0.636636 0.15 -0.37 -1.18 -0.123
N -1.274426 -0.723018 2.045446 -0.04 -0.87 0.61 0.026
H 0.814057 -1.406635 0.337490 0.09 0.17 0.17 0.070
H 0.220894 -1.623629 -1.312749 -0.15 -0.16 0.22 0.087
H 1.713777 -0.811172 -1.116250 0.15 0.24 0.42 0.084
H -1.472773 -0.177637 1.227885 -0.02 0.42 -0.01 -0.010
H -0.350663 -0.559468 2.393126 0.58 0.23 -0.28 -0.006
H -1.868120 -0.543209 2.839369 -0.50 0.22 -0.29 0.002
C 0.568975 1.431290 -1.072720 0.12 0.29 -0.39 -0.129
O -0.005207 0.256428 -0.602048 -0.88 -0.17 0.53 -0.256
H 1.132220 1.939426 -0.292013 0.39 0.04 0.00 0.085
H 1.168688 1.249586 -1.966701 0.34 0.01 0.08 0.084
H -0.219638 2.110625 -1.392062 -0.23 -0.07 0.13 0.085

18
Properties=species:S:1:pos:R:3:forces:R:3:lowdin_charge:R:1 method="wB97M-V/def2-TZVPD" multiplicity=1 smiles="CC(N)=O.CSC" charge=0
C 0.319128 -1.811945 -2.499829 0.20 -0.16 0.17 -0.013
C 0.408233 -1.085370 -1.176399 -0.09 0.16 -0.19 -0.596
N 1.213971 0.011392 -1.144708 -0.20 -0.13 0.01 0.150
O -0.213826 -1.451163 -0.196575 -0.04 -0.12 0.17 0.021
H 1.310550 -1.970925 -2.925640 -0.02 0.04 -0.04 0.079
H -0.278789 -1.243276 -3.209903 -0.04 0.07 -0.02 0.082
H -0.153450 -2.771765 -2.319011 -0.05 -0.03 -0.07 0.079
H 1.494642 0.424151 -2.017340 0.10 0.05 0.07 0.099
H 1.088935 0.616660 -0.335005 0.14 0.10 -0.17 0.014
C 0.377046 0.488536 2.577037 0.03 0.19 0.06 -0.407
S 0.181909 1.912335 1.482347 0.02 -0.12 0.01 0.736
C -1.500299 1.589113 0.922913 -0.07 0.18 0.04 -0.413
H 0.277933 -0.444300 2.027581 -0.03 -0.02 -0.07 0.019
H -0.363238 0.548326 3.371795 -0.03 -0.08 0.06 0.034
H 1.368615 0.557327 3.019521 0.03 -0.03 0.00 0.031
H -1.766511 2.380486 0.223619 -0.02 0.00 0.01 0.031
H -1.582199 0.625925 0.428541 0.10 -0.13 -0.03 0.021
H -2.182656 1.624499 1.771053 -0.04 0.01 -0.01 0.035

61
Properties=species:S:1:pos:R:3:forces:R:3:lowdin_charge:R:1 method="wB97M-V/def2-TZVPD" multiplicity=1 smiles="CC[C@H](C)NC(=O)CSc1nc2ccccc2c(=O)n1CCCN1CCCCC1" charge=0
C -0.518838 -3.382168 -3.236580 0.16 -0.15 0.08 -0.085
C 0.899572 -3.927387 -3.123309 -0.10 0.28 -0.25 -0.207
H 1.182266 -4.000650 -2.068872 0.08 -0.08 0.05 0.107
H 0.939079 -4.930369 -3.550825 0.07 -0.08 0.05 0.112
C 1.922188 -3.046153 -3.851250 0.10 -0.28 -0.06 -0.372
N 1.926480 -1.718845 -3.273166 0.19 -0.39 0.09 0.084
C 1.509145 -0.621571 -3.921692 0.23 0.30 0.45 -0.573
O 1.217988 -0.570563 -5.096690 -0.21 0.12 -0.45 0.055
C 1.449901 0.611284 -3.016835 -0.28 -0.15 0.15 -0.331
H 2.253140 0.627860 -2.283153 0.04 0.06 -0.06 0.081
H 1.455103 1.511495 -3.630011 0.00 -0.08 0.03 0.084
S -0.125616 0.685167 -2.108069 -0.15 0.25 -0.29 1.055
C 0.168152 -0.382881 -0.744115 0.76 -0.04 -0.34 -0.554
N 1.324356 -0.947318 -0.650057 -0.03 0.37 -0.08 0.073
C 1.556528 -1.806928 0.389294 -0.36 -0.24 0.54 -0.214
C 2.804937 -2.429505 0.498610 -0.04 -0.04 0.09 -0.016
C 3.038617 -3.311527 1.528312 0.04 0.05 -0.11 -0.068
C 2.045097 -3.594232 2.465431 -0.13 -0.04 0.12 -0.072
C 0.812735 -2.989161 2.369225 -0.04 0.03 -0.02 -0.003
C 0.555849 -2.091661 1.331209 0.45 -0.10 -0.12 -0.065
C -0.744498 -1.445827 1.213704 -0.05 -0.10 0.00 -0.362
O -1.682357 -1.628922 1.959690 -0.01 -0.03 0.13 0.087
N -0.859721 -0.560734 0.127388 0.06 -0.22 0.15 0.010
C -2.116380 0.152151 -0.020662 -0.55 0.41 -0.04 -0.172
C -2.034609 1.593576 0.479900 0.13 -0.11 0.31 -0.158
H -3.027306 2.032960 0.376156 -0.04 0.05 -0.08 0.116
H -1.343030 2.162764 -0.143231 -0.09 0.08 -0.01 0.075
C -1.589898 1.666142 1.953454 -0.11 -0.12 -0.22 -0.190
N -1.653916 2.968706 2.571227 0.02 0.09 -0.01 -0.181
C -2.992585 3.487389 2.765274 -0.04 0.03 0.31 -0.207
C -2.944199 4.652191 3.751391 -0.15 0.07 -0.28 -0.187
C -2.029035 5.747420 3.214516 0.11 -0.13 0.23 -0.212
C -0.654404 5.153227 2.927375 -0.09 0.08 -0.30 -0.188
C -0.790303 3.967430 1.974824 0.21 0.09 0.24 -0.207
H 0.190188 3.516417 1.800317 -0.02 0.00 -0.08 0.123
H -1.181566 4.329133 1.006307 0.05 -0.03 -0.02 0.123
H 0.004525 5.904064 2.487512 0.05 0.01 0.02 0.108
H -0.208827 4.804561 3.860079 0.08 -0.01 0.02 0.114
H -1.947232 6.562167 3.936225 -0.03 0.06 -0.05 0.106
H -2.450180 6.155085 2.291843 -0.03 0.07 -0.03 0.110
H -2.555259 4.289347 4.703695 -0.04 -0.04 0.06 0.114
H -3.952021 5.038602 3.912940 -0.03 0.00 0.05 0.108
H -3.618004 2.685840 3.165342 -0.03 0.00 -0.07 0.123
H -3.444033 3.840089 1.819641 -0.03 -0.05 0.02 0.120
H -0.552193 1.323287 2.032559 -0.06 -0.08 0.02 0.124
H -2.208288 0.986533 2.546512 0.08 -0.04 -0.02 0.122
H -2.848858 -0.402599 0.571471 0.11 0.06 -0.22 0.129
H -2.408268 0.133124 -1.074650 -0.03 -0.11 0.13 0.101
H 0.024464 -3.187294 3.079293 -0.05 -0.03 0.07 0.121
H 2.246823 -4.288840 3.266287 0.00 -0.05 0.07 0.104
H 4.002562 -3.791438 1.612210 0.08 -0.03 0.00 0.106
H 3.569007 -2.200480 -0.228772 0.07 0.05 -0.08 0.111
H 2.043801 -1.650895 -2.265578 -0.08 0.19 -0.20 0.092
C 3.324504 -3.644870 -3.767369 -0.25 0.13 -0.18 -0.047
H 3.347215 -4.619040 -4.247550 0.04 -0.15 -0.02 0.077
H 4.040367 -2.995271 -4.264408 0.10 0.04 -0.03 0.079
H 3.621316 -3.763643 -2.727005 0.07 -0.03 0.14 0.069
H 1.629622 -2.924747 -4.899586 0.02 -0.05 0.14 0.145
H -1.222013 -4.043888 -2.736390 -0.12 -0.02 0.03 0.072
H -0.808723 -3.290613 -4.280535 -0.09 0.04 -0.10 0.081
H -0.593364 -2.397988 -2.778852 -0.05 0.12 0.02 0.049

Short version: frontier orbital gap = 9.33 10.74 10.47 10.63 9.45 8.69 eV, in the order given.
Short version: relative energy (zero: lowest compared OMol25 entry of this formula, charge and spin) = 0.0 989.2 197.3 87.6 0.0 3.8 kJ/mol, in the order given.